No. 1
{"formula": "C30H51BrCl17FN3O7", "method": "ωB97M-V with the def2-TZVPD basis set", "species": ["C", "C", "C", "O", "C", "C", "C", "C", "C", "O", "C", "C", "O", "C", "F", "C", "Br", "C", "C", "C", "N", "C", "O", "N", "C", "O", "C", "C", "O", "N", "O", "C", "Cl", "C", "C", "H", "H", "H", "H", "H", "H", "H", "H", "H", "H", "H", "H", "H", "H", "H", "H", "H", "H", "H", "H", "H", "H", "H", "H", "H", "H", "H", "H", "H", "H", "H", "H", "H", "H", "H", "C", "Cl", "Cl", "H", "H", "C", "Cl", "Cl", "H", "H", "C", "Cl", "Cl", "H", "H", "C", "Cl", "Cl", "H", "H", "C", "Cl", "Cl", "H", "H", "C", "Cl", "Cl", "H", "H", "C", "Cl", "Cl", "H", "H", "C", "Cl", "Cl", "H", "H"], "positions_angstrom": [[0.811, -4.112, 3.303], [-0.249, -4.404, 2.088], [0.202, -3.749, 0.655], [-0.319, -2.387, 0.404], [0.866, -1.504, 0.524], [0.475, 0.124, 0.515], [-0.772, 0.346, 1.532], [-2.279, 0.069, 0.972], [-3.038, -1.089, 1.912], [-3.155, -0.645, 3.322], [-4.548, -0.675, 3.791], [-5.274, -2.104, 4.161], [-5.280, 0.456, 3.988], [1.793, 0.693, 1.374], [3.106, -0.023, 1.150], [1.773, 0.878, 2.971], [3.504, 1.731, 3.660], [1.677, -0.444, 3.919], [3.134, -1.188, 4.215], [2.071, 2.034, 0.413], [2.998, 3.229, 0.690], [2.318, 4.187, 1.454], [1.542, 5.049, 2.166], [1.427, 2.096, -0.832], [1.726, 3.256, -1.739], [3.018, 3.345, -2.369], [3.812, 2.146, -2.452], [0.475, 0.885, -0.983], [-0.783, 1.465, -1.475], [-1.207, 2.527, -0.790], [-2.345, 2.746, -1.244], [0.784, -0.130, -2.284], [0.901, 0.769, -3.921], [-0.478, -1.193, -2.559], [0.142, -2.714, -2.877], [0.368, -3.334, 4.084], [1.866, -3.769, 2.898], [0.997, -5.114, 3.907], [-1.341, -4.081, 2.360], [-0.274, -5.587, 1.920], [-0.236, -4.428, -0.223], [1.386, -3.817, 0.526], [1.361, -1.836, 1.559], [1.720, -1.761, -0.270], [-0.697, -0.312, 2.514], [-0.727, 1.482, 1.896], [-2.378, -0.132, -0.172], [-2.907, 1.063, 1.182], [-2.524, -2.137, 1.829], [-4.157, -1.111, 1.496], [-6.148, -2.332, 3.413], [-5.700, -2.090, 5.276], [-4.451, -2.966, 4.170], [0.926, 1.629, 3.340], [0.915, -1.266, 3.604], [1.316, -0.062, 4.992], [3.622, -0.761, 5.217], [3.866, -1.172, 3.304], [2.883, -2.323, 4.465], [1.526, 4.306, -1.203], [0.902, 3.249, -2.604], [3.272, 1.117, -2.425], [4.450, 2.165, -3.460], [4.623, 2.174, -1.583], [1.822, -0.692, -2.164], [-1.273, -1.198, -1.706], [-1.072, -0.911, -3.556], [-0.756, -3.405, -3.201], [0.802, -2.568, -3.861], [0.790, -3.137, -2.000], [-4.212, 5.506, -1.645], [-4.220, 7.268, -1.789], [-4.688, 4.741, -3.166], [-3.205, 5.175, -1.380], [-4.915, 5.209, -0.862], [3.995, -4.523, -2.510], [2.739, -5.523, -1.771], [3.321, -3.483, -3.770], [4.452, -3.898, -1.739], [4.753, -5.174, -2.953], [5.909, 1.387, -6.050], [6.573, 1.105, -4.436], [5.826, -0.116, -6.975], [4.902, 1.801, -5.952], [6.549, 2.097, -6.579], [6.966, 3.185, 4.621], [6.763, 1.436, 4.463], [5.637, 3.898, 5.544], [7.907, 3.388, 5.137], [6.987, 3.632, 3.624], [-4.015, -2.873, -3.289], [-3.131, -2.990, -1.763], [-3.994, -1.219, -3.912], [-3.549, -3.536, -4.022], [-5.052, -3.177, -3.124], [-5.763, 1.396, -1.689], [-4.612, 0.727, -0.525], [-6.716, 0.116, -2.449], [-6.437, 2.081, -1.169], [-5.212, 1.937, -2.462], [0.542, 7.210, -2.043], [-0.567, 5.901, -1.616], [2.225, 6.688, -1.908], [0.347, 7.519, -3.073], [0.375, 8.052, -1.368], [-6.083, -4.412, 0.217], [-5.198, -4.528, 1.743], [-6.061, -2.758, -0.406], [-5.617, -5.074, -0.516], [-7.119, -4.716, 0.383]], "lumo_energy_ha": -0.1807, "orbital_gap_ev": 7.13, "largest_force_ev_per_a": 12.18, "total_charge": 1}

No. 2
{"formula": "C30H51F12O28PS4", "method": "ωB97M-V with the def2-TZVPD basis set", "species": ["C", "C", "O", "C", "O", "C", "F", "F", "F", "H", "H", "H", "H", "H", "C", "C", "O", "C", "O", "C", "F", "F", "F", "H", "H", "H", "H", "H", "C", "C", "O", "C", "O", "C", "F", "F", "F", "H", "H", "H", "H", "H", "C", "C", "O", "C", "O", "C", "F", "F", "F", "H", "H", "H", "H", "H", "C", "C", "O", "S", "O", "O", "O", "H", "H", "H", "H", "C", "C", "O", "S", "O", "O", "O", "H", "H", "H", "H", "C", "C", "O", "S", "O", "O", "O", "H", "H", "H", "H", "C", "C", "O", "S", "O", "O", "O", "H", "H", "H", "H", "C", "C", "O", "P", "O", "O", "C", "C", "O", "C", "C", "H", "H", "H", "H", "H", "H", "H", "H", "H", "H", "H", "H", "H", "H", "H"], "positions_angstrom": [[-12.111, 8.577, 8.634], [-11.568, 7.923, 9.889], [-10.167, 7.983, 10.072], [-9.397, 6.983, 10.483], [-9.840, 5.870, 10.730], [-7.931, 7.356, 10.696], [-7.275, 6.645, 9.808], [-7.704, 8.644, 10.484], [-7.565, 6.998, 11.914], [-13.025, 8.015, 8.444], [-11.591, 8.461, 7.683], [-12.311, 9.644, 8.732], [-11.873, 6.877, 9.883], [-12.111, 8.229, 10.783], [-13.341, 7.619, 14.500], [-13.420, 6.214, 14.059], [-11.940, 5.940, 13.962], [-11.379, 4.578, 13.875], [-12.115, 3.686, 13.412], [-9.875, 4.443, 14.127], [-9.281, 4.024, 13.007], [-9.384, 5.600, 14.619], [-9.627, 3.556, 15.042], [-12.788, 7.477, 15.429], [-14.290, 8.115, 14.705], [-12.795, 8.205, 13.761], [-13.833, 5.971, 13.080], [-13.968, 5.629, 14.797], [-10.174, 13.720, 18.080], [-11.131, 12.744, 17.390], [-10.797, 11.420, 17.825], [-11.225, 10.331, 17.176], [-12.230, 10.278, 16.436], [-10.430, 9.100, 17.538], [-9.776, 8.678, 16.455], [-9.581, 9.365, 18.560], [-11.275, 8.093, 17.889], [-9.213, 13.619, 17.577], [-9.904, 13.628, 19.132], [-10.461, 14.751, 17.873], [-11.107, 12.935, 16.317], [-12.138, 12.956, 17.750], [-11.688, 11.007, 12.807], [-10.593, 10.254, 13.453], [-9.606, 11.011, 14.118], [-8.341, 10.686, 13.963], [-7.886, 9.885, 13.111], [-7.362, 11.514, 14.893], [-8.013, 12.537, 15.471], [-6.838, 10.720, 15.838], [-6.450, 12.140, 14.146], [-12.246, 10.339, 12.150], [-11.283, 11.834, 12.225], [-12.269, 11.608, 13.507], [-10.275, 9.526, 12.707], [-10.974, 9.544, 14.187], [-13.386, -0.378, 15.652], [-12.795, 0.793, 14.822], [-11.710, 1.276, 15.489], [-11.471, 0.430, 16.947], [-11.090, 1.341, 18.016], [-10.588, -0.692, 16.673], [-13.009, -0.058, 17.025], [-13.094, -1.381, 15.344], [-14.476, -0.371, 15.673], [-13.343, 1.735, 14.800], [-12.448, 0.475, 13.838], [-18.360, 7.723, 15.235], [-16.872, 7.869, 14.885], [-16.438, 8.851, 15.793], [-17.239, 8.956, 17.233], [-17.629, 10.329, 17.490], [-16.512, 8.124, 18.217], [-18.518, 8.141, 16.565], [-18.728, 6.713, 15.054], [-18.983, 8.402, 14.652], [-16.859, 8.272, 13.873], [-16.321, 6.929, 14.913], [-15.341, 11.768, 14.420], [-16.824, 12.061, 14.474], [-17.248, 11.507, 13.197], [-15.983, 11.307, 12.121], [-16.207, 12.011, 10.850], [-15.588, 9.920, 12.098], [-14.979, 12.156, 13.136], [-15.085, 10.734, 14.653], [-14.675, 12.250, 15.136], [-17.088, 13.119, 14.479], [-17.358, 11.567, 15.286], [-12.958, 3.799, 10.080], [-12.719, 2.825, 8.902], [-14.010, 2.855, 8.339], [-14.848, 4.253, 8.513], [-16.238, 3.916, 8.916], [-14.735, 5.104, 7.335], [-13.926, 4.765, 9.751], [-12.032, 4.361, 10.205], [-13.181, 3.276, 11.009], [-12.606, 1.807, 9.274], [-11.920, 3.107, 8.217], [-17.482, 4.370, 12.486], [-16.067, 4.001, 12.847], [-15.761, 4.305, 14.180], [-16.248, 3.550, 15.546], [-16.155, 2.070, 15.505], [-15.321, 4.347, 16.638], [-13.933, 4.053, 16.814], [-13.252, 5.212, 17.695], [-17.735, 4.245, 15.878], [-18.464, 3.860, 17.049], [-18.738, 5.090, 17.880], [-18.157, 3.777, 13.103], [-17.596, 5.431, 12.711], [-17.830, 4.252, 11.459], [-15.814, 2.959, 12.656], [-15.414, 4.620, 12.232], [-13.806, 3.134, 17.385], [-13.356, 3.888, 15.905], [-13.775, 5.100, 18.645], [-12.175, 5.109, 17.826], [-13.243, 6.198, 17.231], [-19.408, 3.439, 16.704], [-17.746, 3.148, 17.458], [-19.315, 5.749, 17.232], [-19.413, 4.865, 18.707], [-17.923, 5.621, 18.371]], "lumo_energy_ha": 0.0042, "orbital_gap_ev": 10.99, "largest_force_ev_per_a": 6.83, "total_charge": 0}